[1]
C27H37BCl3F2NO6PS | the ωB97M-V functional and the def2-TZVPD basis

Total charge = +1
Spin multiplicity = 1

Last column: Mulliken charge in e.
Cartesian coordinates (Å):
C 2.65461 -3.79028 -0.25901  -0.98
C 3.25417 -2.77966 -0.85556  -0.21
N 2.69350 -1.43298 -0.57082  0.54
C 1.36954 -1.09408 -1.20923  -0.82
C 1.32039 -1.59869 -2.67210  -0.62
Cl 2.72488 -1.56410 -3.77058  -0.16
C 0.20653 -2.13776 -3.18556  0.44
C -1.12621 -2.29137 -2.45758  0.07
Cl 0.20396 -2.74714 -4.84936  -0.17
C 1.00879 0.42565 -0.88743  1.43
C -0.00048 1.11636 -1.84743  -0.71
C -1.31722 1.64523 -1.19896  -1.33
C -2.38360 0.52706 -0.86320  0.09
C -3.54349 0.46379 -1.89231  -0.77
O -4.24075 -0.78196 -1.69864  -0.52
B 0.62567 0.42707 0.69544  1.18
O 0.59840 -0.77382 1.41816  -0.81
O 0.32365 1.57489 1.42580  -0.49
C 2.51665 1.00022 -1.01127  0.07
Cl 2.99806 1.55681 -2.72076  -0.04
P 2.93412 2.57898 -0.05364  0.99
O 4.18557 3.29633 -0.85048  -0.62
O 1.68433 3.61325 -0.18878  -0.59
S 3.48267 2.30935 1.76609  -0.37
C 3.52557 -0.21887 -0.85060  -1.86
O 4.56907 -0.10121 0.06769  -0.39
C 5.82087 -0.65100 -0.38571  -0.09
C 6.78803 0.50565 -0.77352  -1.18
H 1.72591 -3.60242 0.30946  0.20
H 3.06627 -4.80572 -0.26153  0.34
H 4.12806 -2.94083 -1.49335  0.32
H 2.70670 -1.44965 0.46453  0.83
H 0.71992 -1.85615 -0.73154  0.29
H -1.04657 -2.43398 -1.36946  -0.69
H -1.76249 -1.43090 -2.74621  0.15
H -1.63167 -3.17636 -2.89716  0.68
H -0.31553 0.45098 -2.68005  0.51
H 0.43574 1.99811 -2.36203  0.68
H -1.18171 2.36469 -0.37587  0.10
H -1.80830 2.23474 -2.00870  0.62
H -1.91514 -0.45042 -0.63875  -0.15
H -2.84452 0.86661 0.09497  0.48
H -3.19708 0.49297 -2.94535  0.41
H -4.29279 1.25166 -1.67203  0.35
H -3.97543 -1.18423 -0.85688  0.33
H -0.08377 -0.67067 2.10283  0.30
H -0.64336 1.58974 1.55059  0.09
H 4.91595 2.65950 -0.94377  0.31
H 1.92796 4.34456 0.41451  0.38
H 4.04716 -0.31218 -1.81644  0.93
H 6.27942 -1.14157 0.49922  0.39
H 5.73673 -1.43738 -1.15819  0.21
H 6.77257 1.20437 0.09095  0.31
H 6.49698 1.00490 -1.71643  0.24
H 7.82583 0.11553 -0.80369  0.45
F -1.57415 2.55561 3.34135  -0.27
C -1.81996 3.88602 3.30517  0.10
C -1.04242 4.69041 2.49565  0.14
C -1.29688 6.05469 2.45334  -0.39
C -2.31596 6.59481 3.22735  -0.52
C -3.08516 5.77152 4.03974  -0.43
C -2.84004 4.40577 4.07591  -0.50
H -0.24698 4.24935 1.90632  0.31
H -0.70014 6.69649 1.81760  0.37
H -2.51043 7.65951 3.19670  0.38
H -3.87656 6.19324 4.64583  0.38
H -3.43438 3.74699 4.69629  0.43
F -4.60071 -1.97179 0.78461  -0.31
C -4.39226 -3.29208 0.99421  0.12
C -3.22068 -3.86988 0.54796  0.25
C -3.00530 -5.22380 0.76742  -0.42
C -3.96812 -5.98152 1.42025  -0.58
C -5.14388 -5.38561 1.85890  -0.49
C -5.35646 -4.03020 1.64978  -0.46
H -2.48607 -3.26331 0.03364  0.19
H -2.08730 -5.68771 0.42860  0.37
H -3.80154 -7.03820 1.58724  0.39
H -5.89624 -5.97719 2.36415  0.38
H -6.26256 -3.54678 1.99173  0.45

---

[2]
C27H37BO2S2 | the ωB97M-V functional and the def2-TZVPD basis

Total charge = 0
Spin multiplicity = 1
Energy above the lowest of the compared OMol25 structures with the same formula, charge and spin = 462.0 kJ/mol

Last column: Mulliken charge in e.
Cartesian coordinates (Å):
C 2.45918 -2.39643 -0.26777  -1.51
C 2.20201 -1.26099 0.62253  1.71
C 0.91247 -0.73775 0.89762  0.07
C 0.54653 -0.32520 2.23357  1.12
C 1.44350 -0.56871 3.39137  -1.28
C -0.67857 0.28285 2.46143  -0.99
C -1.63209 0.49368 1.45954  0.98
C -2.91002 1.22979 1.74000  -1.46
C -1.30996 0.07442 0.16247  -1.10
C -0.10254 -0.55424 -0.12224  2.05
C 0.14330 -0.96809 -1.54049  -2.15
H 2.02491 -3.32264 0.15114  0.37
H 2.00916 -2.29379 -1.25469  0.31
H 3.53633 -2.53708 -0.41099  0.25
H 3.00337 -1.05179 1.31566  -1.50
H 1.28696 0.18940 4.17520  0.40
H 1.25385 -1.55889 3.83665  0.37
H 2.49549 -0.54384 3.09831  -0.15
H -0.90551 0.65437 3.46756  0.32
H -3.03135 2.05866 1.03453  0.36
H -3.79496 0.59213 1.64292  0.33
H -2.91936 1.63453 2.75880  0.37
H -2.02100 0.28263 -0.65121  0.36
H -0.54914 -0.47119 -2.23501  0.41
H 1.15333 -0.69299 -1.87065  0.41
H 0.00717 -2.04967 -1.67996  0.39
C 9.89446 2.52219 1.56815  -1.25
C 8.70272 1.72781 1.18450  0.64
C 8.43979 1.13681 -0.03413  -0.72
C 7.13270 0.54012 -0.10884  -0.98
C 6.41302 0.66079 1.06792  0.24
B 4.76123 0.69115 1.27249  2.49
C 5.12620 -0.74487 1.92158  0.38
C 5.43211 -1.95097 1.30760  -1.63
C 5.50729 -3.03674 2.22998  -1.01
C 5.24575 -2.68155 3.53661  0.71
C 5.25015 -3.60922 4.68535  -1.30
S 4.96341 -0.97496 3.64918  -0.37
O 4.32053 1.71214 2.15660  -0.78
C 4.04502 2.81514 1.27807  1.68
C 2.89570 3.63128 1.86254  -1.80
C 5.27878 3.69732 1.15712  -1.98
C 3.70425 2.11250 -0.13420  2.01
C 2.21661 1.98430 -0.36083  -1.71
C 4.37667 2.71440 -1.36149  -1.99
O 4.19366 0.76182 -0.00678  -0.54
S 7.39142 1.40572 2.29054  -0.26
H 10.61087 2.45068 0.74161  0.34
H 9.62865 3.58053 1.71626  0.24
H 10.34277 2.13005 2.49199  0.29
H 9.17324 1.17209 -0.84344  0.31
H 6.78049 0.04445 -1.00566  0.49
H 5.66615 -2.01560 0.24591  0.90
H 5.74918 -4.06739 1.95759  0.31
H 5.58100 -4.58124 4.31106  0.37
H 5.94306 -3.28562 5.47019  0.29
H 4.25125 -3.72195 5.11784  0.25
H 2.56573 4.37646 1.12816  0.35
H 2.04325 3.00647 2.15142  0.22
H 3.25172 4.16336 2.75174  0.45
H 4.99982 4.57739 0.56367  0.42
H 5.61418 4.02182 2.14806  0.45
H 6.12414 3.18385 0.68433  0.22
H 1.75640 2.94906 -0.60003  0.47
H 2.04691 1.29087 -1.19286  0.40
H 1.74212 1.55673 0.52642  -0.15
H 4.09313 3.76522 -1.50510  0.37
H 5.46698 2.63056 -1.32466  0.30
H 4.02930 2.17170 -2.24499  0.43

---

[3]
C27H37BrCl48I2NS | the ωB97M-V functional and the def2-TZVPD basis

Total charge = +1
Spin multiplicity = 1

Last column: Mulliken charge in e.
Cartesian coordinates (Å):
C 3.60236 4.45391 1.58144  -1.01
C 4.03410 3.33055 0.63022  -0.69
C 2.85403 2.69723 -0.08676  -0.26
Br 3.49393 1.84266 -1.74230  -0.17
C 2.02438 1.64073 0.68085  0.29
C 2.48746 1.31163 2.09482  -1.68
C 1.52068 0.35194 2.80692  0.57
S 2.31972 -1.17182 3.40357  -0.06
C 0.40111 -0.16984 1.91917  -1.49
N -0.31019 0.90573 1.12047  1.19
C 0.55272 2.02410 0.57351  -1.13
C 0.08817 3.36892 1.14570  -0.46
I -0.22156 3.26620 3.25898  0.21
C -1.19656 3.84631 0.41346  -0.50
C -2.56392 3.55774 1.00624  -1.17
I -1.05599 5.98262 0.16109  0.11
H 2.68938 4.22808 2.13356  0.13
H 3.40960 5.35880 1.00207  0.37
H 4.39644 4.68940 2.28291  0.31
H 4.66295 3.78235 -0.13550  0.62
H 4.65423 2.58190 1.12090  0.34
H 2.22570 3.49943 -0.46625  0.40
H 2.11373 0.71360 0.11176  0.82
H 3.45768 0.82487 2.02177  0.76
H 2.61936 2.20603 2.69668  -0.05
H 1.09868 0.82294 3.68986  0.04
H 2.42033 -0.89502 4.70490  0.17
H 0.76271 -0.91889 1.21580  0.41
H -0.35644 -0.65374 2.52855  0.61
H -0.77987 0.43219 0.34670  -0.11
H -1.05461 1.29228 1.70520  0.04
H 0.35879 2.08634 -0.49992  0.39
H 0.85502 4.11875 0.99656  0.69
H -1.17736 3.45587 -0.60230  0.44
H -2.67480 2.52939 1.35723  0.14
H -3.29563 3.69607 0.21296  0.25
H -2.84736 4.23740 1.80568  0.54
C 3.81249 2.92070 6.15789  0.03
Cl 4.58955 2.23284 4.73188  -0.06
Cl 2.95739 4.41496 5.76910  -0.11
Cl 2.72480 1.74105 6.89248  -0.11
H 4.58816 3.15078 6.87590  0.26
C -2.24042 -3.29320 0.45523  -0.16
Cl -2.27949 -1.58490 -0.02858  0.01
Cl -0.90646 -3.59685 1.56248  -0.07
Cl -3.77532 -3.75558 1.17038  -0.13
H -2.08172 -3.87311 -0.44540  0.36
C 4.40904 -2.35194 -0.91434  -0.26
Cl 3.79531 -2.08911 0.72603  -0.07
Cl 3.06876 -2.45237 -2.06021  -0.07
Cl 5.51824 -1.06147 -1.35888  -0.07
H 4.94527 -3.29106 -0.93674  0.43
C -4.76794 0.80143 -1.12232  0.08
Cl -5.67350 0.64124 -2.61203  -0.09
Cl -3.09318 1.30624 -1.48927  0.00
Cl -5.53566 1.93379 -0.01420  -0.11
H -4.71547 -0.16766 -0.64244  0.18
C -1.95820 -1.14000 -4.06075  0.03
Cl -3.14929 -2.29989 -3.46261  -0.14
Cl -0.53708 -1.09269 -2.99827  -0.03
Cl -1.48698 -1.51616 -5.70704  -0.02
H -2.41421 -0.15840 -4.04453  0.13
C -0.97394 -2.38727 -10.13864  -0.04
Cl -0.31159 -1.86478 -8.58210  -0.09
Cl 0.26000 -2.36026 -11.39182  -0.13
Cl -1.69610 -3.98302 -9.96752  -0.02
H -1.75328 -1.69046 -10.41537  0.29
C 4.75187 -0.24066 -4.99694  0.81
Cl 3.24704 -0.51227 -5.87694  -0.09
Cl 5.66856 -1.73669 -4.83871  -0.12
Cl 5.71841 1.02485 -5.74086  -0.07
H 4.49314 0.08513 -3.99738  -0.57
C 7.97920 1.62551 7.41390  0.01
Cl 8.62535 0.77404 6.01668  -0.11
Cl 7.33469 3.20240 6.94125  -0.12
Cl 6.73479 0.67213 8.22000  -0.11
H 8.78602 1.79348 8.11408  0.34
C 9.35764 3.28060 -5.00746  0.04
Cl 8.57174 2.09223 -3.96865  -0.09
Cl 8.23557 3.87002 -6.23461  -0.12
Cl 10.01594 4.61330 -4.06212  -0.12
H 10.17805 2.79037 -5.51328  0.29
C -3.23862 -7.01604 -7.65777  -0.03
Cl -3.09574 -5.45225 -6.84883  -0.09
Cl -4.76012 -7.80070 -7.23946  -0.13
Cl -3.07697 -6.85416 -9.40789  -0.04
H -2.43145 -7.64356 -7.30578  0.30
C -2.78461 5.52329 -3.53756  0.27
Cl -1.81358 4.60288 -4.68498  -0.12
Cl -3.73454 6.75904 -4.34767  -0.12
Cl -3.82402 4.44446 -2.59673  -0.07
H -2.11056 6.01140 -2.84568  0.00
C -3.23768 -7.61632 -13.61565  0.03
Cl -4.39580 -8.65961 -12.79373  -0.12
Cl -3.87777 -7.04206 -15.15187  -0.12
Cl -2.77475 -6.26121 -12.58139  -0.09
H -2.34858 -8.19735 -13.81839  0.29
C -2.34768 0.27522 6.00520  -0.28
Cl -3.10403 0.91782 4.54385  -0.04
Cl -2.53638 -1.47249 6.08538  -0.05
Cl -0.64030 0.71726 6.07707  -0.02
H -2.84929 0.71334 6.85873  0.40
C -2.94648 -6.17395 3.99415  0.16
Cl -4.37353 -7.00398 4.60083  -0.12
Cl -2.74711 -4.60406 4.78313  -0.02
Cl -1.49947 -7.15724 4.18820  -0.12
H -3.08727 -5.99103 2.93740  0.09
C -6.29762 -0.95900 6.59239  0.43
Cl -7.39152 -2.13955 7.31222  -0.15
Cl -7.02034 -0.23323 5.15770  -0.11
Cl -5.84894 0.28416 7.76371  -0.12
H -5.39793 -1.47948 6.29225  -0.05
C -7.73415 -0.74798 10.98075  0.49
Cl -7.84453 0.96331 10.57272  -0.13
Cl -6.21667 -1.09874 11.80945  -0.12
Cl -9.11639 -1.26110 11.94223  -0.12
H -7.74159 -1.30742 10.05509  -0.12

---

[4]
C27H37BrGaN6O2S2 | the ωB97M-V functional and the def2-TZVPD basis

Total charge = +3
Spin multiplicity = 1
Energy above the lowest of the compared OMol25 structures with the same formula, charge and spin = 183.7 kJ/mol

Last column: Mulliken charge in e.
Cartesian coordinates (Å):
Ga 0.32300 0.12319 0.46306  0.90
C -1.70479 2.75237 -0.04027  -0.90
O -0.69987 1.94733 -0.66374  -0.19
C -0.17386 2.42547 -1.84857  0.46
C -0.49611 3.64310 -2.42022  -0.37
C 0.12858 4.02527 -3.60842  -0.70
Br -0.30717 5.71703 -4.35616  -0.12
C 1.03895 3.19532 -4.23368  -0.75
C 1.35289 1.95156 -3.67701  0.81
C 0.75460 1.58439 -2.46721  0.55
O 1.07056 0.40820 -1.78707  -0.68
C 2.31867 1.13697 -4.39477  0.02
N 3.21251 1.67218 -5.19296  -0.65
C 3.95983 0.66925 -5.69970  0.64
C 5.04440 0.70283 -6.59102  -0.75
C 5.68140 -0.48852 -6.86765  -0.53
C 5.23366 -1.69199 -6.32090  -0.50
C 4.14507 -1.75567 -5.44893  -0.93
C 3.50270 -0.56766 -5.16146  0.56
N 2.46772 -0.23133 -4.30066  -0.12
H -2.56050 2.86661 -0.70916  0.43
H -1.30258 3.72847 0.23663  0.43
H -2.01619 2.22208 0.86145  0.16
H -1.20493 4.31742 -1.97246  0.56
H 1.52530 3.48949 -5.14875  0.66
H 1.90346 0.05869 -2.15050  0.41
H 5.32608 1.63183 -7.06307  0.46
H 6.53186 -0.49772 -7.52970  0.42
H 5.74474 -2.60503 -6.58069  0.41
H 3.84769 -2.69506 -5.00502  0.38
H 1.76394 -0.89100 -4.00258  0.30
C 5.86418 0.05916 3.07734  -0.89
C 6.29453 -0.34887 1.67150  -0.47
C 5.54833 -1.54307 1.07415  -0.98
C 4.04037 -1.33503 0.89822  -0.68
N 3.33791 -1.47676 2.15792  0.13
C 2.58784 -0.58845 2.77852  0.16
S 2.11305 0.91129 1.99372  -0.20
N 2.15082 -0.77856 4.01163  -0.07
C 2.22335 -2.03071 4.75034  -1.38
C 1.23870 -3.05179 4.16436  0.22
C 1.22970 -4.35281 4.96886  -0.61
C 0.35704 -5.40581 4.30010  -1.25
H 6.61037 0.72600 3.50086  0.42
H 5.78455 -0.80282 3.73658  0.25
H 4.91765 0.59768 3.07386  0.11
H 7.35064 -0.61525 1.70100  0.37
H 6.19470 0.50933 1.00549  0.32
H 5.72431 -2.43253 1.68187  0.41
H 5.97071 -1.74532 0.08950  0.37
H 3.64537 -2.10086 0.21921  0.27
H 3.84298 -0.34096 0.48558  0.56
H 3.65446 -2.27409 2.70366  0.30
H 1.65095 -0.01524 4.44969  0.33
H 1.96528 -1.82033 5.78775  0.54
H 3.24263 -2.42565 4.73905  0.32
H 1.49781 -3.27206 3.12433  0.27
H 0.23479 -2.61898 4.16393  0.19
H 0.85966 -4.15007 5.97315  0.35
H 2.24830 -4.72924 5.05798  0.40
H -0.67336 -5.06836 4.21779  0.28
H 0.36633 -6.31805 4.88751  0.40
H 0.72602 -5.64432 3.30485  0.33
C -3.55839 -3.36917 -0.29682  -0.81
N -3.65332 -2.36099 0.72198  0.16
C -4.80571 -1.91221 1.29519  -0.07
C -4.47170 -0.98346 2.23338  -0.54
N -3.11084 -0.88975 2.22786  0.12
C -2.61322 -1.73549 1.30002  0.01
S -0.95693 -2.03839 0.98945  -0.21
H -4.54575 -3.56944 -0.70188  0.33
H -3.15654 -4.29529 0.11694  0.36
H -2.90075 -3.03613 -1.10188  0.33
H -5.77215 -2.28206 1.01446  0.47
H -5.09017 -0.39134 2.87916  0.48
H -2.55983 -0.32564 2.85959  0.19

---

no.,highest occupied orbital energy (eV),Kohn-Sham gap (eV),M (g/mol)
1,-11.26,8.69,689.80
2,-5.57,3.15,468.54
3,-11.99,9.63,2443.12
4,-14.18,2.46,691.39